# 1
Below is a cluster of 9 separate species, C12H43N17O9 in total in a non-equilibrium geometry, with properties calculated with the ωB97M-V functional and the def2-TZVPD basis.

Element x y z (Å)
C (6.68, -5.25, 0.19)
O (7.06, -6.54, -0.19)
C (7.34, -7.45, 0.87)
C (8.60, -7.24, 1.75)
C (9.95, -7.25, 1.10)
N (8.69, -8.10, 2.95)
H (7.50, -4.75, 0.71)
H (5.77, -5.31, 0.78)
H (6.42, -4.68, -0.70)
H (6.45, -7.47, 1.50)
H (7.53, -8.47, 0.52)
H (8.43, -6.22, 2.08)
H (10.72, -6.69, 1.63)
H (9.89, -6.76, 0.13)
H (10.29, -8.27, 0.92)
H (7.85, -7.87, 3.45)
H (9.41, -7.66, 3.51)
N (-7.14, 4.65, -2.05)
C (-7.68, 4.26, -0.97)
N (-7.31, 3.16, -0.47)
O (-8.54, 4.82, -0.46)
H (-6.48, 4.00, -2.44)
H (-7.38, 5.55, -2.44)
H (-7.75, 2.76, 0.35)
H (-6.41, 2.76, -0.68)
N (-0.50, 0.34, -0.21)
C (-0.86, 1.18, -1.12)
N (0.19, 1.97, -1.34)
O (-2.00, 1.40, -1.42)
H (0.46, 0.09, -0.01)
H (-1.22, -0.24, 0.18)
H (-0.01, 2.85, -1.79)
H (0.97, 1.72, -0.74)
N (-4.95, -3.22, -1.93)
C (-4.82, -4.16, -1.09)
N (-5.03, -5.39, -1.54)
O (-4.50, -3.94, 0.05)
H (-4.57, -2.31, -1.71)
H (-5.18, -3.51, -2.87)
H (-5.26, -6.06, -0.81)
H (-5.39, -5.44, -2.48)
N (-2.58, 4.79, 3.66)
C (-3.15, 5.97, 3.44)
N (-3.93, 6.42, 4.37)
O (-2.92, 6.56, 2.36)
H (-2.87, 4.31, 4.50)
H (-1.90, 4.46, 2.99)
H (-4.35, 7.31, 4.18)
H (-4.51, 5.73, 4.83)
N (-3.99, 0.36, -7.24)
C (-4.22, -0.79, -7.87)
N (-4.39, -0.49, -9.11)
O (-4.04, -1.83, -7.40)
H (-3.85, 0.22, -6.24)
H (-4.53, 1.18, -7.46)
H (-4.28, 0.42, -9.54)
H (-4.68, -1.18, -9.78)
N (-1.84, 7.53, -3.56)
C (-0.64, 7.97, -3.53)
N (-0.05, 7.76, -2.38)
O (-0.23, 8.70, -4.40)
H (-2.49, 7.70, -4.32)
H (-2.09, 7.05, -2.71)
H (0.89, 8.11, -2.31)
H (-0.59, 7.31, -1.65)
N (-0.59, -3.07, 4.52)
C (-0.93, -1.98, 5.10)
N (-2.16, -1.59, 4.97)
O (-0.17, -1.48, 5.97)
H (0.30, -3.45, 4.82)
H (-1.31, -3.57, 4.01)
H (-2.70, -1.99, 4.22)
H (-2.34, -0.73, 5.47)
N (4.68, 1.94, 4.18)
C (4.85, 2.34, 2.95)
N (5.38, 3.55, 2.86)
O (4.49, 1.63, 2.03)
H (5.29, 2.37, 4.86)
H (4.02, 1.23, 4.49)
H (5.57, 3.79, 1.89)
H (5.65, 4.15, 3.62)

Properties
2S+1	1
highest occupied orbital energy	-0.3470	hartree
structure (SMILES)	COC[C@H](C)N.NC(N)=O.NC(N)=O.NC(N)=O.NC(N)=O.NC(N)=O.NC(N)=O.NC(N)=O.NC(N)=O
total charge	0
Kohn-Sham gap	9.4	eV
E	-56902.1842	eV
ΔE to the lowest compared entry with this formula, charge and spin	185.7	kcal per mole

---

# 2
Below is a cluster of 9 separate species, C12H43N17O9 in total in a non-equilibrium geometry, with properties calculated with the ωB97M-V functional and the def2-TZVPD basis.

Element x y z (Å)
C (1.85, 1.56, -4.00)
O (2.41, 1.02, -4.98)
N (1.56, 2.85, -3.82)
N (1.52, 0.94, -2.92)
H (1.07, 3.07, -2.96)
H (1.95, 3.44, -4.54)
H (1.57, -0.07, -2.89)
H (0.99, 1.46, -2.23)
C (0.17, -2.31, -3.75)
O (0.34, -2.63, -4.88)
N (0.98, -2.44, -2.76)
N (-0.97, -1.90, -3.26)
H (0.48, -2.35, -1.88)
H (1.93, -2.75, -2.88)
H (-1.76, -1.89, -3.88)
H (-1.06, -1.37, -2.40)
C (2.08, 3.20, 0.91)
O (1.21, 3.05, 1.78)
N (3.33, 2.97, 1.00)
N (1.70, 3.70, -0.29)
H (3.70, 2.44, 1.78)
H (3.84, 3.07, 0.13)
H (2.43, 3.91, -0.96)
H (0.79, 4.03, -0.56)
C (-1.32, 5.20, -1.68)
O (-0.59, 4.25, -1.60)
N (-2.43, 5.25, -0.97)
N (-1.22, 6.08, -2.57)
H (-2.65, 4.50, -0.33)
H (-3.00, 6.09, -1.02)
H (-0.30, 6.14, -2.99)
H (-1.57, 7.00, -2.32)
C (-3.52, 1.30, -2.44)
O (-3.03, 0.60, -1.56)
N (-4.55, 0.82, -2.97)
N (-3.14, 2.45, -2.89)
H (-4.63, 0.91, -3.97)
H (-4.80, -0.14, -2.77)
H (-2.33, 2.86, -2.43)
H (-3.51, 2.98, -3.66)
C (-0.08, -0.13, -0.03)
O (-0.55, -1.07, -0.65)
N (0.69, -0.47, 1.00)
N (-0.31, 1.18, -0.12)
H (1.14, 0.25, 1.55)
H (0.70, -1.46, 1.18)
H (-1.03, 1.51, -0.75)
H (0.08, 1.77, 0.59)
C (-3.24, -3.00, -0.12)
O (-3.77, -4.10, 0.09)
N (-2.29, -2.55, 0.65)
N (-3.50, -2.13, -1.12)
H (-1.74, -1.79, 0.28)
H (-2.09, -3.03, 1.52)
H (-3.01, -1.25, -1.08)
H (-4.23, -2.38, -1.77)
C (1.93, 0.89, 4.67)
O (2.94, 0.67, 3.98)
N (0.96, 1.76, 4.36)
N (1.64, 0.42, 5.87)
H (0.98, 2.22, 3.47)
H (0.20, 1.82, 5.03)
H (2.19, -0.24, 6.40)
H (0.83, 0.81, 6.34)
C (2.94, -3.30, 2.21)
C (1.83, -4.16, 1.72)
C (0.60, -4.10, 2.66)
O (1.00, -4.70, 3.88)
C (-0.01, -4.84, 4.90)
N (1.41, -3.59, 0.46)
H (3.94, -3.48, 1.80)
H (2.97, -3.30, 3.30)
H (2.81, -2.24, 2.03)
H (2.13, -5.19, 1.54)
H (-0.29, -4.58, 2.28)
H (0.39, -3.06, 2.92)
H (0.33, -5.41, 5.76)
H (-0.91, -5.34, 4.55)
H (-0.27, -3.81, 5.17)
H (0.99, -4.40, 0.02)
H (2.22, -3.50, -0.13)

Properties
2S+1	2
highest occupied orbital energy (alpha / beta)	-0.4103 / -0.4103	hartree
total charge	+1
Kohn-Sham gap (alpha / beta)	8.9 / 3.2	eV
E	-56897.3183	eV
ΔE to the lowest compared entry with this formula, charge and spin	0.0	kcal per mole

---

# 3
Below is a structure of composition C12H44B2O6Pt in a non-equilibrium geometry, with properties calculated with the ωB97M-V functional and the def2-TZVPD basis.

Element x y z (Å)
Pt (-26.99, -6.41, 11.31)
B (-26.05, -5.26, 13.04)
H (-26.76, -4.52, 12.72)
H (-25.60, -4.96, 13.97)
H (-26.61, -6.17, 13.17)
H (-25.40, -5.42, 12.19)
B (-26.51, -4.71, 9.75)
H (-27.43, -5.20, 9.47)
H (-25.73, -5.34, 10.15)
H (-26.07, -4.13, 8.95)
H (-26.77, -4.02, 10.53)
C (-24.03, -9.08, 9.79)
C (-24.07, -7.74, 10.54)
O (-25.20, -7.82, 11.41)
H (-23.29, -9.15, 8.99)
H (-24.99, -9.21, 9.28)
H (-23.82, -9.95, 10.40)
H (-24.20, -6.80, 10.00)
H (-23.20, -7.68, 11.19)
H (-24.75, -7.89, 12.26)
C (-28.48, -9.45, 14.07)
C (-27.78, -9.53, 12.70)
O (-27.96, -8.30, 12.01)
H (-29.40, -8.88, 13.99)
H (-28.00, -8.78, 14.79)
H (-28.62, -10.43, 14.54)
H (-28.20, -10.35, 12.12)
H (-26.71, -9.72, 12.69)
H (-28.84, -8.00, 12.24)
C (-28.70, -6.06, 16.91)
C (-28.04, -5.17, 15.88)
O (-26.70, -5.31, 15.96)
H (-28.41, -7.10, 16.74)
H (-29.77, -5.90, 16.80)
H (-28.39, -5.75, 17.91)
H (-28.22, -4.14, 16.19)
H (-28.46, -5.34, 14.89)
H (-26.35, -5.10, 15.09)
C (-24.45, -8.01, 16.25)
C (-24.74, -8.15, 14.75)
O (-24.02, -7.28, 13.96)
H (-24.98, -7.16, 16.68)
H (-23.40, -7.72, 16.37)
H (-24.65, -8.96, 16.73)
H (-25.79, -8.00, 14.49)
H (-24.46, -9.09, 14.29)
H (-24.49, -6.45, 14.06)
C (-28.37, -0.80, 13.11)
C (-29.34, -1.98, 12.75)
O (-28.69, -2.82, 11.80)
H (-27.57, -1.17, 13.75)
H (-28.90, 0.00, 13.62)
H (-27.87, -0.40, 12.23)
H (-30.23, -1.63, 12.23)
H (-29.59, -2.57, 13.63)
H (-28.83, -3.76, 11.92)
C (-21.75, -2.54, 13.19)
C (-23.02, -3.28, 13.31)
O (-23.88, -3.17, 12.19)
H (-21.05, -3.28, 12.80)
H (-21.44, -2.18, 14.18)
H (-21.81, -1.64, 12.57)
H (-23.44, -2.82, 14.21)
H (-22.97, -4.36, 13.43)
H (-24.44, -3.95, 12.27)

Properties
2S+1	4
highest occupied orbital energy (alpha / beta)	-0.4506 / -0.4491	hartree
total charge	+1
Kohn-Sham gap (alpha / beta)	7.6 / 4.0	eV
E	-30021.3464	eV

---

# 4
Below is a structure of composition C12H48FeO20S2 in a non-equilibrium geometry, with properties calculated with the ωB97M-V functional and the def2-TZVPD basis.

Element x y z (Å)
Fe (-1.80, 0.67, 1.69)
S (0.09, -0.18, -0.04)
O (-0.49, 1.07, 0.41)
O (-0.87, -0.86, 0.80)
O (-0.13, -0.51, -1.42)
O (1.45, -0.38, 0.41)
S (-2.80, 2.77, 3.02)
O (-1.81, 2.63, 1.96)
O (-2.08, 3.28, 4.16)
O (-3.96, 3.52, 2.58)
O (-2.98, 1.33, 3.06)
C (4.44, 1.88, 0.26)
O (3.48, 1.62, 1.29)
H (4.77, 2.91, 0.35)
H (5.33, 1.26, 0.24)
H (3.95, 1.77, -0.71)
H (3.07, 0.77, 1.08)
C (1.69, 2.23, -2.66)
O (1.35, 2.25, -4.04)
H (2.03, 1.23, -2.37)
H (2.49, 2.95, -2.44)
H (0.87, 2.57, -2.02)
H (1.13, 3.17, -4.21)
C (0.32, -3.73, 0.08)
O (0.21, -5.14, -0.23)
H (1.36, -3.42, -0.06)
H (-0.27, -3.13, -0.62)
H (0.10, -3.41, 1.10)
H (1.01, -5.60, 0.02)
C (0.65, -2.10, -3.95)
O (0.64, -0.69, -3.82)
H (0.51, -2.62, -3.00)
H (-0.26, -2.32, -4.52)
H (1.50, -2.53, -4.47)
H (0.35, -0.54, -2.91)
C (0.64, 1.40, 3.28)
O (-0.35, 0.36, 3.14)
H (1.58, 0.89, 3.51)
H (0.85, 1.95, 2.37)
H (0.46, 2.03, 4.15)
H (-0.32, -0.18, 3.93)
C (-3.87, 1.54, -0.44)
O (-3.40, 0.51, 0.44)
H (-3.00, 1.91, -0.98)
H (-4.40, 1.08, -1.27)
H (-4.51, 2.27, 0.06)
H (-4.13, -0.12, 0.42)
C (4.15, -1.99, -0.73)
O (3.11, -1.27, -1.29)
H (4.62, -1.39, 0.05)
H (3.84, -2.95, -0.30)
H (4.96, -2.12, -1.44)
H (2.45, -0.97, -0.62)
C (0.71, 4.23, 0.60)
O (-0.61, 4.18, 0.14)
H (1.35, 3.39, 0.31)
H (1.31, 5.01, 0.13)
H (0.81, 4.30, 1.69)
H (-1.13, 3.73, 0.82)
C (-3.19, -2.58, -1.28)
O (-2.80, -1.31, -1.68)
H (-3.11, -2.65, -0.19)
H (-4.17, -2.86, -1.67)
H (-2.47, -3.32, -1.62)
H (-1.89, -1.09, -1.43)
C (-2.70, -2.56, 2.92)
O (-2.82, -1.15, 2.74)
H (-2.27, -2.84, 3.88)
H (-3.67, -3.05, 2.85)
H (-2.05, -2.98, 2.15)
H (-3.53, -0.90, 3.35)
C (2.52, -2.51, 2.95)
O (2.75, -1.19, 2.50)
H (2.86, -2.57, 3.99)
H (1.46, -2.76, 3.01)
H (3.09, -3.25, 2.37)
H (2.06, -1.01, 1.85)
C (-1.79, 1.73, -3.62)
O (-1.05, 1.45, -4.80)
H (-2.01, 2.80, -3.48)
H (-2.78, 1.27, -3.59)
H (-1.25, 1.42, -2.72)
H (-1.69, 1.38, -5.51)

Properties
2S+1	6
highest occupied orbital energy (alpha / beta)	-0.2318 / -0.2318	hartree
total charge	-1
Kohn-Sham gap (alpha / beta)	8.3 / 7.8	eV
E	-110227.8370	eV
ΔE to the lowest compared entry with this formula, charge and spin	13.7	kcal per mole